(1)
# C2H5NO3

C2H5NO3 in the gas phase at a distorted geometry (ωB97M-V/def2-TZVPD, the OMol25 dataset).

Calculated values
2S+1 = 1
LUMO energy = 0.08 eV
HOMO = -11.0 eV
Structure (SMILES) = C[C@@H](O)[N+](=O)[O-]
Gap between HOMO and LUMO = 11.101 eV
Total charge = 0
DFT total energy = -359.56031 a.u.
ΔE to the lowest compared entry with this formula, charge and spin = 4.055 eV

Each line ends with the Mulliken charge.
Cartesian coordinates (Å):
H 0.123 0.052 -1.691  0.385
N -1.222 0.163 -0.080  0.971
H 2.103 0.545 0.359  0.311
O 0.147 -1.664 -0.476  -0.534
O -1.763 1.141 -0.546  -0.558
H 0.517 0.228 1.348  0.326
H 0.811 1.607 0.130  0.299
O -1.672 -0.575 0.745  -0.573
H -0.132 -1.836 0.452  0.369
C 0.100 -0.186 -0.618  -0.003
C 0.989 0.526 0.376  -0.994

***

(2)
# C26H57BN6NbO5P2S

C26H57BN6NbO5P2S as an isolated structure at a distorted geometry (ωB97M-V/def2-TZVPD, the OMol25 dataset).

Calculated values
2S+1 = 1
LUMO energy = 2.18 eV
HOMO = -4.1 eV
Gap between HOMO and LUMO = 6.285 eV
Total charge = -1
DFT total energy = -2892.44168 a.u.

Each line ends with the Mulliken charge.
Cartesian coordinates (Å):
C -1.651 0.938 -3.322  -0.600
H -3.369 3.144 -3.292  0.303
Nb 3.535 0.156 -0.716  -0.591
H 7.773 0.356 0.384  0.209
C -4.143 -3.259 -1.779  0.012
H 4.440 3.477 -0.090  0.239
C -7.109 -0.592 -1.543  0.281
H 4.478 2.299 -2.557  0.086
H 4.090 8.725 0.311  0.314
C -4.977 -4.415 0.330  -1.341
H -8.059 2.398 -0.300  0.317
H -5.645 2.437 -1.040  0.240
H 3.623 -1.335 -2.805  0.359
C -0.807 -5.863 3.385  -0.246
H -5.556 -2.465 -0.424  -0.159
C 4.786 6.724 0.013  -0.112
H -5.713 -4.991 -0.237  0.404
H 3.758 -3.345 0.392  0.185
H -7.264 1.241 -2.515  0.392
H 4.798 7.854 2.566  0.295
H 1.672 -2.641 2.509  0.404
O 1.750 2.875 -1.580  -0.614
N -2.663 -0.392 -1.316  -0.205
H 0.066 -0.226 -0.637  -0.996
C -6.529 0.699 -1.917  -0.281
H -3.089 2.659 -1.611  0.207
N -2.915 -3.205 2.781  -0.430
H 4.417 6.661 -1.011  0.333
H -3.962 -2.285 -2.235  -0.081
C -2.502 -4.065 3.420  0.314
H 1.889 2.734 1.754  0.260
H -3.935 -2.536 0.234  -0.165
C 1.990 -0.208 -2.314  -0.044
H -0.550 -2.616 -0.363  0.287
N -1.749 -4.268 -1.876  -0.611
O 1.425 2.737 0.910  -0.521
C 0.078 -0.674 0.351  0.802
H 4.145 -2.448 1.862  0.214
N -7.551 -1.596 -1.197  -0.527
H -0.645 2.384 -2.087  -0.035
C 7.017 -0.048 1.062  -0.670
H 0.003 -5.137 3.282  0.140
H 4.712 -1.246 -0.754  -0.035
H -2.029 -7.098 2.081  0.347
C -4.669 -3.091 -0.352  0.713
C -6.112 1.515 -0.688  -0.002
B 4.679 0.631 1.341  0.803
C -1.218 -6.369 2.008  -0.900
C 3.439 -3.152 1.418  -1.282
H 2.618 -2.066 -1.757  0.265
C 6.022 5.947 0.097  0.184
H -0.896 2.894 -3.744  0.366
H 3.505 -4.095 1.972  0.410
C -7.283 1.841 0.230  -1.390
C 5.512 8.301 1.873  -1.149
H -2.344 0.905 -4.167  0.442
C -2.631 3.129 -2.484  -1.251
S 5.173 1.187 -2.269  -0.482
C -2.232 0.165 -2.226  0.092
H -5.661 0.503 -2.549  0.111
H -0.423 -6.686 3.992  0.307
H -4.861 -3.797 -2.404  0.519
H -7.732 0.931 0.630  0.345
C -1.967 -5.212 4.150  -0.517
N 7.026 5.389 0.162  -0.517
H -0.377 -6.850 1.508  0.353
N 2.632 -1.455 -2.576  -0.671
H -5.348 0.961 -0.140  0.145
H -1.636 -4.869 5.132  0.303
H 6.471 7.799 2.006  0.354
C -1.369 2.385 -2.903  0.008
H 0.939 -0.291 -2.074  0.022
H 5.754 8.633 -0.241  0.306
H -4.073 -5.020 0.435  0.177
H -1.552 -5.548 1.371  0.060
H -5.378 -4.246 1.329  0.380
C 2.007 -2.622 1.464  -0.243
H 5.641 9.348 2.151  0.336
O 4.159 0.577 2.616  -0.516
H -0.301 0.088 1.040  0.527
H 1.337 -3.274 0.899  0.276
H 2.092 0.504 -3.133  0.293
H -1.867 -1.577 0.204  0.392
C -0.845 -1.887 0.396  -1.315
C -2.853 -3.947 -1.841  0.138
P 2.482 2.523 -0.324  0.376
H -2.401 4.161 -2.223  0.463
H 3.199 0.652 2.569  0.250
H 4.038 6.248 0.650  0.186
H -2.780 -5.925 4.304  0.299
O 3.525 3.738 0.077  -0.204
H 7.492 -0.307 2.014  0.254
H -0.728 0.439 -3.627  0.275
C 5.027 8.178 0.434  -0.515
O 6.027 0.935 1.272  -0.390
H -0.804 -2.373 1.373  0.101
P 1.861 -0.889 0.818  0.211
H 6.602 -0.951 0.606  0.230
H -6.952 2.447 1.073  0.395

***

(3)
# C24H41N2O12V

C24H41N2O12V as an isolated structure at a distorted geometry (ωB97M-V/def2-TZVPD, the OMol25 dataset).

Calculated values
2S+1 = 5
LUMO energy (alpha / beta) = -0.85 / -0.76 eV
HOMO (alpha / beta) = -7.8 / -8.6 eV
Gap between HOMO and LUMO (alpha / beta) = 6.920 / 7.839 eV
<S²> = 6.00
Total charge = 0
DFT total energy = -2895.43820 a.u.

Each line ends with the Löwdin spin population.
Cartesian coordinates (Å):
H -0.219 0.327 -3.993  0.000
C -0.954 -2.631 -3.916  0.000
O 1.771 1.839 0.085  0.062
H 0.783 3.070 -5.015  0.000
H -0.314 4.992 -1.732  0.000
C -2.781 3.966 1.324  0.000
H -1.005 3.355 0.472  0.001
O -1.713 -3.427 -3.444  0.000
C -0.756 1.970 4.037  0.004
H 1.205 -0.574 -3.616  0.000
C 1.612 4.890 -4.161  0.000
C 0.025 -1.251 -5.486  0.000
H 4.063 -5.669 1.493  0.000
C -2.675 -2.887 0.566  0.000
N -1.835 -3.273 -0.386  0.000
C -2.564 2.483 -0.629  0.000
H -0.645 0.180 0.388  0.001
H -1.938 4.567 -0.530  0.000
H -3.088 -2.735 2.638  0.000
N 4.355 -4.729 1.721  0.000
H 0.190 -3.330 -0.822  0.000
H -0.121 -3.819 0.810  0.000
C 0.270 3.365 -2.963  0.000
C 3.841 -2.269 1.384  0.001
C 0.606 4.638 -2.198  0.001
O 2.720 -4.149 0.302  0.000
H 5.264 -3.993 3.624  0.000
H -3.700 4.522 1.140  0.000
C -1.977 3.683 0.106  0.001
C 1.268 3.421 -4.104  0.000
H -0.929 -3.148 -5.951  0.000
H -0.869 2.502 3.092  0.002
C 1.294 0.972 0.844  0.028
V 2.827 2.834 1.861  3.818
H 0.994 -1.255 -5.987  0.000
H 1.326 4.432 -1.406  0.003
O -3.711 -2.297 0.337  0.000
H -2.193 -4.231 2.168  0.000
H -2.128 4.398 2.082  0.000
C -2.148 1.874 5.835  0.000
C 5.461 -4.578 2.725  0.000
H -0.918 -0.125 3.534  0.000
H 4.246 -2.025 2.366  0.000
H -3.000 -0.038 5.365  0.000
H 0.715 -1.091 0.654  0.000
H -0.776 3.365 -3.267  0.000
C 0.399 -0.115 0.284  0.002
H -1.337 -2.822 2.258  0.000
O -1.418 2.693 5.039  0.001
O -3.524 0.623 0.588  0.000
H 5.795 -5.546 3.096  0.000
C -2.034 0.466 5.357  0.000
H 6.320 -4.088 2.267  0.000
H -1.867 1.787 -1.097  0.000
H -0.426 -4.914 -0.581  0.000
C -0.509 -3.894 -0.206  0.000
C -3.162 1.783 0.548  0.000
O 1.107 5.551 -3.176  0.000
H -0.772 -0.778 -6.060  0.000
C 0.202 -0.677 -4.031  0.000
H 2.955 -1.640 1.311  0.001
O -2.804 2.393 6.728  0.000
H 4.500 -1.840 0.629  0.000
C 3.633 -3.767 1.076  0.000
H -1.319 -0.026 6.017  0.000
H 0.647 -3.303 -5.203  0.000
O -0.605 -1.550 -3.272  0.000
H -2.300 0.719 3.182  0.000
H -1.965 -3.033 -1.358  0.000
C -2.334 -3.166 1.980  0.000
H 0.513 2.556 -2.274  0.000
H 0.300 1.758 4.203  0.003
O 2.349 5.450 -5.055  0.000
H 0.532 -0.162 -0.797  0.000
H -3.376 2.865 -1.248  0.000
H 2.149 2.788 -4.000  0.000
C -1.531 0.673 3.954  0.000
O 1.456 1.144 2.075  0.068
O -3.198 2.640 1.647  0.000
C -0.253 -2.689 -5.229  0.000

***

(4)
# C48H71N8Si

A 8-piece molecular cluster, C48H71N8Si overall at a distorted geometry (ωB97M-V/def2-TZVPD, the OMol25 dataset).

Calculated values
2S+1 = 1
LUMO energy = -3.01 eV
HOMO = -9.1 eV
Gap between HOMO and LUMO = 6.051 eV
Total charge = +1
DFT total energy = -2598.62386 a.u.

Each line ends with the Mulliken charge.
Cartesian coordinates (Å):
H 2.464 -2.433 3.794  0.315
N -7.530 -1.291 2.688  0.033
C 0.597 -0.157 2.857  -0.411
H -8.284 0.155 -9.704  0.392
H -2.616 -1.207 -1.159  0.274
H -2.413 0.511 0.936  -0.803
C -2.909 2.564 3.726  -0.642
C 0.392 1.346 -3.964  0.095
C 11.048 -1.428 6.649  -0.450
C -0.151 2.048 -6.029  -0.643
H -8.678 1.149 -7.207  0.321
H 1.178 0.745 3.243  0.401
C -3.822 -2.791 -0.148  -0.839
C 5.029 -5.264 -1.135  -0.426
H -2.366 2.173 4.649  0.391
C 4.977 1.310 -0.138  -0.110
H -3.753 2.431 -2.909  0.595
H -7.107 -0.386 2.566  0.181
H -7.378 1.581 -4.853  0.324
C -7.613 -1.974 3.874  -0.423
C -3.165 -2.832 1.315  -0.831
H 12.091 0.530 4.213  0.421
C -7.583 0.724 -9.111  -0.576
H 7.383 0.218 2.206  0.582
H 9.394 0.317 4.457  0.127
H -6.563 2.328 -6.548  0.210
H 4.181 -3.576 -2.335  0.403
H -1.446 4.043 2.775  0.407
H -0.620 2.366 -6.947  0.395
H -2.525 3.408 0.463  0.387
H -9.076 -3.997 1.724  0.415
H -5.059 2.268 1.215  0.419
H -4.697 1.053 3.445  0.351
H -7.788 3.789 -3.737  0.421
H -4.287 -1.489 -1.894  0.382
C -7.812 1.213 -7.849  -0.242
H 0.328 1.005 -2.940  0.386
C 11.547 -0.056 4.939  -0.271
C 12.097 -0.870 5.960  -0.630
H 7.347 2.185 4.080  0.427
C 4.128 2.234 -1.086  -0.702
C -0.478 -3.184 1.443  -0.835
N 9.032 1.324 1.423  0.032
H 0.489 -2.149 -0.340  0.353
H -7.210 -1.554 4.783  0.365
N 5.172 -3.144 -0.495  0.140
C 5.787 -3.892 0.475  -0.350
H -5.767 0.885 -10.411  0.388
H 6.223 -3.421 1.344  0.429
H -3.644 3.443 3.887  0.263
H -0.774 -4.181 0.959  0.441
Si 1.741 -1.228 1.728  -0.041
C 0.813 -2.546 0.699  -0.463
C -3.719 -1.379 -0.899  -0.693
H -3.020 0.522 3.003  -0.194
C -8.250 -3.165 3.632  -0.452
C 4.703 -3.974 -1.478  -0.584
H 4.887 -0.458 1.463  0.236
C 2.724 0.059 0.637  0.338
H -3.047 -3.942 1.617  0.462
H 6.112 -6.047 0.660  0.422
C -5.411 1.595 -4.067  -0.794
C -1.990 3.083 2.483  -0.184
H -3.448 -3.683 -0.779  0.345
C -8.569 -3.202 2.251  -0.450
H 11.028 -2.101 7.493  0.377
H -8.159 -1.662 0.682  0.390
C 5.715 -5.212 0.102  -0.633
H -0.170 -3.376 2.542  0.205
H 8.957 -1.238 6.375  0.189
C -5.682 3.565 -3.018  -0.928
C -6.851 3.258 -3.669  -0.555
C -5.739 1.815 -8.431  -0.519
C -4.769 2.511 -3.270  0.134
C 3.077 -1.982 2.922  -0.876
H 9.374 3.870 3.433  0.414
H 0.096 -0.767 3.701  0.332
H -4.774 2.282 -8.304  0.398
H 4.797 -6.147 -1.712  0.426
C -0.688 1.656 -4.827  -0.535
H -1.320 2.214 2.140  -0.064
H -1.485 -1.362 0.644  -0.784
H 2.588 1.444 -4.384  0.404
C -3.746 1.414 2.914  -0.007
H -2.939 1.552 -0.554  -0.124
C -3.962 2.036 1.420  -0.183
C -4.387 -0.153 -0.107  0.081
H -3.535 4.060 1.643  0.427
C -1.713 -2.158 1.429  1.302
H 5.076 -2.139 -0.487  0.185
H 3.744 -2.755 2.416  0.198
N 9.885 -0.985 6.077  0.007
H 6.111 1.427 -0.055  0.228
C 8.027 2.092 3.246  -0.479
C 8.020 1.084 2.314  -0.653
C 2.576 2.027 -1.184  -0.562
H 9.257 0.748 0.628  0.230
C 1.866 0.945 -0.321  -0.012
H -4.953 -2.997 0.002  0.294
N -6.682 1.872 -7.440  0.059
H 1.548 -3.410 0.464  0.440
C 9.086 2.971 2.909  -0.280
H 13.145 -1.029 6.170  0.389
H -3.848 -2.363 2.100  0.251
N 1.213 1.980 -5.925  0.032
H 1.864 2.206 -6.659  0.189
H 3.668 -1.093 3.364  0.267
H -0.225 0.266 2.155  -0.529
C 9.690 2.470 1.782  -0.715
H -5.052 0.405 -0.871  0.274
H 10.528 2.830 1.205  0.418
H -8.465 -3.927 4.367  0.413
C -6.269 1.105 -9.480  -0.422
C -3.295 0.968 0.377  0.718
H -1.691 -1.613 2.451  -0.186
H -5.504 4.451 -2.426  0.411
C 1.553 1.558 -4.668  -0.850
H -1.742 1.599 -4.595  0.534
C -8.117 -2.031 1.695  -0.470
N -2.990 3.213 1.362  -0.118
C 4.305 0.212 0.748  -0.403
H -5.076 0.657 -4.486  0.475
H 4.620 3.060 -1.717  0.319
N -6.679 2.055 -4.301  -0.089
C 10.180 -0.144 5.037  -0.152
H -5.057 -0.473 0.763  -0.097
H 1.951 2.692 -1.886  0.487
H 0.723 0.837 -0.400  0.095

***

(5)
# C19H17N7O3S3Ta

C19H17N7O3S3Ta as an isolated structure (ωB97M-V/def2-TZVPD, the OMol25 dataset).

Calculated values
2S+1 = 1
LUMO energy = -9.87 eV
HOMO = -16.0 eV
Gap between HOMO and LUMO = 6.126 eV
Total charge = +3
DFT total energy = -2593.98071 a.u.
ΔE to the lowest compared entry with this formula, charge and spin = 0.160 eV

Each line ends with the Mulliken charge.
Cartesian coordinates (Å):
C -4.520 2.919 -1.448  -0.813
C 0.671 -2.483 -3.195  -0.204
C 2.615 3.638 -2.029  -0.953
H 1.031 -3.390 -3.668  0.458
H 1.954 4.836 0.942  0.313
H 4.165 -5.556 3.765  0.226
N 1.909 4.221 0.132  0.042
H 1.685 1.842 -2.760  0.504
C 0.489 -1.311 -3.939  -0.855
C 0.568 -3.103 2.825  -0.713
C -5.819 1.885 0.305  -0.752
O -2.431 0.837 0.557  -0.679
C 1.327 -2.245 1.989  0.282
N 0.392 -2.561 -1.894  -0.561
H -4.433 3.564 -2.310  0.460
N -0.138 -0.247 -1.939  0.139
N -3.530 1.465 0.103  0.215
C 2.675 4.479 -0.947  -0.036
C 0.073 -0.187 -3.269  -0.031
H 3.278 -1.797 1.144  0.470
H 3.220 3.811 -2.906  0.463
C 2.582 -4.364 3.268  1.110
N 0.996 2.327 -0.874  -0.182
H 0.665 -1.292 -5.005  0.433
C 1.188 -4.134 3.454  -0.877
H -4.634 0.580 1.600  0.491
Ta -0.587 0.875 -0.077  1.488
H 4.383 -3.663 2.283  0.342
C 2.712 -2.460 1.784  -0.595
S -1.793 2.357 -1.630  -0.334
H 2.671 -5.999 4.488  0.227
H -6.613 3.233 -1.172  0.452
C 3.323 -3.495 2.417  -0.778
H 0.626 -4.788 4.107  0.338
H -0.491 -2.932 2.973  0.466
N 3.181 -5.375 3.882  -0.399
C -5.729 2.727 -0.807  -0.168
S 0.559 -1.030 1.172  1.920
C -3.391 2.263 -0.973  0.813
H -0.127 0.750 -3.775  0.610
N -0.517 -1.307 -0.047  -0.463
C 1.072 3.159 0.189  0.218
H 3.312 5.353 -0.891  0.448
C 1.752 2.552 -1.946  0.210
H -6.757 1.723 0.815  0.458
O 1.463 -0.055 0.475  -0.603
S 0.091 2.749 1.495  -0.334
C -0.022 -1.449 -1.347  0.646
C -4.694 1.251 0.756  -0.126
O -0.401 -0.173 1.926  -0.785

***

(6)
# C13H16AsBMoO4S5

C13H16AsBMoO4S5 as an isolated structure at a distorted geometry (ωB97M-V/def2-TZVPD, the OMol25 dataset).

Calculated values
2S+1 = 3
LUMO energy (alpha / beta) = 4.51 / 4.51 eV
HOMO (alpha / beta) = -1.2 / -1.3 eV
Gap between HOMO and LUMO (alpha / beta) = 5.741 / 5.862 eV
<S²> = 2.02
Total charge = -2
DFT total energy = -5125.96027 a.u.
ΔE to the lowest compared entry with this formula, charge and spin = 0.651 eV

Each line ends with the Löwdin spin population.
Cartesian coordinates (Å):
O -0.123 -1.849 0.715  0.011
C 3.784 2.487 -2.244  0.002
S -0.235 1.729 -2.356  0.033
O 1.659 -0.404 -2.144  0.035
S 0.144 -3.143 -2.432  0.095
C 0.565 -1.309 2.935  0.000
H -3.059 -1.511 0.742  0.000
O 3.882 -0.276 -2.228  0.054
H -1.910 0.225 3.846  0.000
C -1.532 0.671 2.929  0.000
C -3.010 -0.718 1.484  0.001
C -0.635 -1.600 2.024  -0.001
H 4.715 4.413 -2.250  0.001
C -1.362 -2.835 2.543  0.000
C -1.556 -0.353 1.799  0.000
As -2.070 -2.932 -2.476  0.001
Mo -0.068 -0.749 -2.173  1.525
H -3.550 -1.029 2.373  0.000
H -0.635 -3.612 2.765  0.000
C 1.364 2.424 -2.268  0.008
H -2.170 1.508 2.658  0.000
H 1.086 -0.415 2.602  0.000
H 1.256 -2.146 2.861  0.000
S -2.367 -0.715 -2.591  0.113
B -0.353 -0.764 -0.084  0.062
H -0.531 1.050 3.099  0.000
H -2.048 -3.223 1.796  0.000
H 4.709 1.927 -2.251  0.000
S -2.871 -3.858 -4.181  0.000
H -3.489 0.162 1.056  0.000
C 2.564 4.535 -2.254  0.004
O -1.017 0.223 0.608  0.009
S -2.995 -3.771 -0.789  0.001
H 0.253 -1.193 3.970  0.000
C 3.781 3.862 -2.246  0.008
C 2.766 0.269 -2.205  0.026
H -1.902 -2.582 3.452  0.000
H 0.434 4.330 -2.321  0.000
C 1.385 3.820 -2.280  0.005
H 2.541 5.617 -2.247  0.000
C 2.600 1.735 -2.235  0.007